Computed, not measured: C3H3NO3 in the gas phase, with the ωB97M-V functional and the def2-TZVPD basis.

Last column: Löwdin charge in e.
Cartesian coordinates (Å):
O1 -2.0999 0.1353 -1.6085  0.118
C1 -0.9071 0.0811 -1.6487  -0.272
N1 -0.1039 -0.3976 -0.5698  0.105
C2 -0.0803 0.3165 0.6140  -0.428
O2 -0.7739 1.2754 0.8390  0.127
C3 0.9597 -0.1694 1.6335  -0.160
O3 1.1178 0.4122 2.6699  0.115
H1 -0.3232 0.4463 -2.5072  0.137
H2 0.6520 -1.0364 -0.7840  0.137
H3 1.5588 -1.0632 1.3618  0.121

Computed properties:
* SMILES string: O=CNC(=O)C=O
* relative energy (zero: lowest compared OMol25 entry of this formula, charge and spin): 150.0 kJ/mol
* E_HOMO: -0.380 Ha

***

Computed, not measured: a gas-phase ion, FHNO4S2 (charge +1) in a non-equilibrium geometry, with the ωB97M-V functional and the def2-TZVPD basis.

Last column: Löwdin charge in e.
Cartesian coordinates (Å):
O1 2.8213 0.6690 0.2647  0.201
N1 2.1980 0.7402 -0.6518  0.082
O2 1.3205 -0.5113 -0.7484  -0.436
S1 0.3889 -0.6358 0.5644  1.075
S2 -1.4965 0.2340 -0.0207  0.471
O3 -2.5628 -0.5893 0.3423  -0.183
O4 -1.3531 0.5913 -1.3561  -0.179
F1 -1.5238 1.4905 0.8828  -0.099
H1 0.2075 -1.9886 0.7227  0.068

Computed properties:
* charge: +1
* E_HOMO: -0.630 Ha

***

Computed, not measured: a gas-phase ion, C5H8N (charge +1) in a non-equilibrium geometry, with the ωB97M-V functional and the def2-TZVPD basis.

Last column: Löwdin charge in e.
Cartesian coordinates (Å):
C1 -2.2887 0.1318 -0.4170  -0.036
C2 -1.3408 -0.6005 0.5854  -0.056
C3 -0.1784 -1.0840 0.1879  0.089
C4 1.0166 -0.6071 0.1041  -0.234
C5 1.4216 0.7205 0.2708  0.006
N1 2.3631 -0.3230 -0.3139  0.210
H1 -3.2763 -0.4661 -0.5352  0.124
H2 -1.6556 0.3024 -1.2560  0.058
H3 -2.6616 1.0656 0.1059  0.104
H4 -1.7662 -0.9087 1.4330  0.076
H5 1.1581 1.5551 -0.3245  0.130
H6 1.4603 1.1222 1.2640  0.141
H7 3.2615 -0.6429 0.1807  0.231
H8 2.4866 -0.2651 -1.2854  0.155

Computed properties:
* SMILES string: CC=C=C1C[NH2+]1
* charge: +1
* relative energy (zero: lowest compared OMol25 entry of this formula, charge and spin): 514.3 kJ/mol
* E_HOMO: -0.517 Ha

***

Computed, not measured: a gas-phase ion, C9H16N3O2 (charge +1) in a non-equilibrium geometry, with the ωB97M-V functional and the def2-TZVPD basis.

Last column: Löwdin charge in e.
Cartesian coordinates (Å):
H1 0.9651 -2.7135 1.5325  0.100
N1 0.9487 -2.1173 0.7084  0.110
C1 2.0993 -1.7847 0.2536  -0.139
C2 2.3280 -0.9616 -0.9637  -0.207
N2 3.1214 0.2335 -0.7967  -0.086
C3 2.6663 1.5266 -0.4096  -0.257
C4 1.9510 1.7284 0.9245  -0.147
C5 0.7268 0.8917 0.8938  -0.026
C6 -0.3393 0.3453 0.7576  0.098
C7 -1.7045 -0.4055 0.4455  -0.497
O1 -1.4903 -1.6678 0.0270  0.007
O2 -2.3771 -0.4078 1.7221  0.041
C8 -2.9244 0.1382 -0.3468  -0.150
C9 -3.1781 1.5673 -0.6090  0.042
N3 -3.7058 -0.7983 -0.7397  0.280
H2 2.9195 -1.9499 0.8549  0.100
H3 2.9452 -1.6078 -1.7505  0.171
H4 1.4842 -0.6972 -1.4887  0.087
H5 4.0269 -0.0533 -0.3386  0.145
H6 2.1248 1.8332 -1.3654  0.148
H7 3.4618 2.2172 -0.4612  0.103
H8 1.6584 2.8166 1.0182  0.142
H9 2.5942 1.4315 1.7614  0.122
H10 -0.5131 -1.8648 0.1535  0.033
H11 -1.9750 -1.1077 2.2036  0.099
H12 -3.9945 2.0829 -0.1633  0.099
H13 -2.1680 2.2079 -0.5144  0.165
H14 -3.5338 1.4906 -1.6079  0.088
H15 -4.6236 -0.5971 -1.1237  0.171
H16 -3.4942 -1.7765 -0.5775  0.158

Computed properties:
* SMILES string: [H]/N=C/CNCCC#CC(O)(O)C(C)=[NH2+]
* charge: +1
* relative energy (zero: lowest compared OMol25 entry of this formula, charge and spin): 464.3 kJ/mol
* E_HOMO: -0.432 Ha

***

Computed, not measured: a molecular structure, C4H12FNaO2S2Sn in a non-equilibrium geometry, with the ωB97M-V functional and the def2-TZVPD basis.

Last column: Löwdin charge in e.
Cartesian coordinates (Å):
Na1 -2.0776 -1.8859 -2.0478  0.657
Sn1 -1.5473 -3.4410 1.4845  1.631
F1 -1.2897 -1.3518 0.2081  -0.634
C1 1.7268 -0.5846 1.0540  -0.284
S1 2.7466 -0.0995 2.4664  0.891
O1 1.9022 0.0169 3.6928  -0.481
C2 3.7423 -1.6113 2.4692  -0.240
H1 0.9810 0.1981 0.9145  0.045
H2 1.1763 -1.5291 1.1172  0.001
H3 2.3410 -0.5982 0.1528  0.066
H4 3.0892 -2.4837 2.4907  0.051
H5 4.3212 -1.6191 3.3940  0.066
H6 4.4835 -1.6052 1.6718  0.069
C3 -1.1815 1.9134 -2.8231  -0.245
S2 -2.9534 1.6335 -2.6335  0.935
O2 -3.0624 0.1316 -2.8565  -0.624
C4 -2.9619 1.7146 -0.8457  -0.262
H7 -0.8723 1.7936 -3.8598  0.065
H8 -0.6204 1.1835 -2.2367  0.046
H9 -0.8788 2.8882 -2.4391  0.072
H10 -3.8977 1.2481 -0.5389  0.060
H11 -3.0697 2.7556 -0.5282  0.069
H12 -2.0972 1.3325 -0.3067  0.048

Computed properties:
* charge: +2
* relative energy (zero: lowest compared OMol25 entry of this formula, charge and spin): 230.4 kJ/mol
* E_HOMO: -0.528 Ha

***

Computed, not measured: 2 unconnected molecules or ions with the total composition C6H11N in a non-equilibrium geometry, with the ωB97M-V functional and the def2-TZVPD basis.

Last column: Löwdin charge in e.
Cartesian coordinates (Å):
C1 2.2489 0.3567 -0.1032  -0.101
C2 1.1158 -0.6512 -0.2791  -0.224
C3 -0.2965 -0.0472 -0.1616  -0.393
C4 -2.6708 -1.6442 0.9373  0.164
C5 -0.6124 1.0118 -1.2250  -0.056
C6 -0.5065 0.5097 1.1885  -0.233
N1 -0.6769 0.9394 2.2505  0.162
H1 2.2452 1.1155 -0.8929  0.070
H2 3.2181 -0.1506 -0.1392  0.074
H3 2.1754 0.8694 0.8629  0.076
H4 1.2143 -1.4507 0.4647  0.116
H5 1.1829 -1.1285 -1.2644  0.115
H6 -2.2299 -1.9081 1.9238  -0.050
H7 -3.3005 -0.7666 1.2039  -0.050
H8 -1.0230 -0.8710 -0.2749  0.076
H9 -1.6551 1.3351 -1.1535  0.085
H10 0.0248 1.8944 -1.1167  0.081
H11 -0.4537 0.5862 -2.2211  0.088

Computed properties:
* relative energy (zero: lowest compared OMol25 entry of this formula, charge and spin): 467.5 kJ/mol
* E_HOMO (spin up / spin down): -0.362 / -0.359 Ha